Computed, not measured: C4H5LiO2Sr as an isolated structure in a non-equilibrium geometry, with ωB97M-V/def2-TZVPD.

Each line ends with the Mulliken charge.
Positions of all 13 atoms, in Å:
H: 0.59 -0.38 -2.53  0.040
C: 0.69 -1.40 0.15  0.341
C: 0.86 -0.14 -0.49  -1.113
C: 0.05 0.97 -0.12  0.013
C: -1.31 0.92 0.13  -0.243
O: -1.91 1.72 0.93  -0.722
Sr: -4.14 2.38 1.97  1.273
H: -0.32 -1.65 0.54  0.317
H: 1.90 0.10 -0.74  0.220
H: 0.51 1.96 -0.15  0.337
H: -1.93 0.15 -0.37  0.398
O: 1.60 -2.23 0.35  -0.769
Li: 3.40 -2.40 0.31  0.909

Results
- Molar mass: 179.64 u
- ⟨S²⟩: 0.79
- Net charge: +1
- E_HOMO (alpha / beta): -7.7 / -8.0 eV
- 2S+1: 2
- LUMO energy (alpha / beta): -5.021 / -4.978 eV



Computed, not measured: C4H5LiO2Tb as an isolated structure in a non-equilibrium geometry, with ωB97M-V/def2-TZVPD.

Each line ends with the Mulliken charge.
Positions of all 13 atoms, in Å:
H: 0.45 1.03 1.91  0.301
C: 0.78 0.39 1.08  0.536
C: 0.04 -0.77 0.81  -1.260
O: 1.78 0.81 0.37  -0.511
Tb: 3.70 2.45 0.83  0.413
H: -0.49 -1.19 1.67  0.354
H: 0.52 -1.49 0.14  0.309
C: -1.93 -0.50 -0.63  -0.558
C: -1.32 -0.04 -1.78  0.418
O: -0.23 0.22 -2.20  -0.569
Li: 1.54 0.37 -1.43  0.913
H: -2.53 0.24 -0.10  0.316
H: -2.31 -1.52 -0.67  0.337

Results
- Molar mass: 250.95 u
- ⟨S²⟩: 12.62
- Net charge: +1
- E_HOMO (alpha / beta): -11.0 / -9.6 eV
- 2S+1: 7
- LUMO energy (alpha / beta): -3.904 / -3.587 eV



Computed, not measured: C4H5LiO2Tl as an isolated structure in a non-equilibrium geometry, with ωB97M-V/def2-TZVPD.

Each line ends with the Mulliken charge.
Positions of all 13 atoms, in Å:
H: -0.46 1.11 1.74  0.430
C: 0.29 0.80 0.92  0.066
C: -0.17 1.06 -0.47  -0.443
C: -0.63 -0.18 -1.23  -0.213
C: -0.27 -1.48 -0.58  0.347
O: -1.02 -1.91 0.35  -0.129
O: 1.44 0.57 1.23  -0.586
Li: 2.45 0.19 2.75  0.957
Tl: 0.60 -3.12 0.28  1.105
H: 0.68 1.54 -0.98  0.340
H: -0.95 1.83 -0.42  0.345
H: -0.23 -0.22 -2.25  0.404
H: -1.73 -0.19 -1.34  0.378

Results
- Molar mass: 296.41 u
- Net charge: +3
- E_HOMO (alpha / beta): -23.5 / -23.4 eV
- 2S+1: 1
- LUMO energy (alpha / beta): -18.092 / -17.817 eV



Computed, not measured: C4H5LiORb as an isolated structure in a non-equilibrium geometry, with ωB97M-V/def2-TZVPD.

Each line ends with the Mulliken charge.
Positions of all 12 atoms, in Å:
O: 1.76 0.76 0.15  -0.567
C: 0.64 0.63 -0.14  0.366
C: -0.65 0.77 -0.71  -0.372
Rb: 5.18 -0.75 -0.15  0.623
Li: 2.59 1.84 1.59  0.460
H: -0.63 0.49 -1.76  0.287
H: -1.14 1.72 -0.51  0.250
C: -1.10 -0.24 0.35  -0.090
C: -1.67 -1.42 0.01  -0.775
H: -2.14 -2.05 0.76  0.259
H: -1.18 0.05 1.40  0.313
H: -1.65 -1.80 -1.00  0.247

Results
- Molar mass: 161.49 u
- Net charge: +1
- E_HOMO (alpha / beta): -7.6 / -7.6 eV
- 2S+1: 1
- LUMO energy (alpha / beta): -4.046 / -4.040 eV



> net charge of number 4 (C4H5LiORb)?

+1